Record 1
The following is a quantum chemistry calculation of C13H30IrN9O3S as an isolated structure at a distorted geometry, from the Open Molecules 2025 dataset.

Last column: Löwdin spin population.
Positions of all 57 atoms, in Å:
Ir (0.01370, -0.09519, 0.83917)  0.04
C (1.92876, -1.44053, 3.53611)  0.00
C (2.57317, -0.47383, 2.51902)  0.00
N (2.02875, -0.67401, 1.14745)  0.00
C (2.33364, -2.01381, 0.52029)  0.00
C (1.07708, -2.59565, -0.13959)  0.00
N (0.35565, -1.43838, -0.71516)  0.00
C (-0.77935, -1.76861, -1.63056)  0.00
C (-2.09253, -2.06429, -0.92432)  0.00
C (-2.77358, -0.76397, -0.49185)  0.00
N (-2.12666, -0.12188, 0.69798)  0.00
C (-2.64853, -0.62706, 2.01012)  0.00
C (-1.75652, -1.74500, 2.52397)  0.00
N (-0.37487, -1.19811, 2.57431)  -0.01
C (0.64032, -2.14586, 3.10634)  0.00
H (1.73899, -0.87704, 4.45189)  0.00
H (2.62400, -2.22987, 3.82481)  0.00
H (3.65635, -0.60968, 2.49607)  0.00
H (2.39979, 0.57190, 2.77266)  0.00
H (2.46006, 0.05146, 0.57276)  0.00
H (2.72607, -2.69471, 1.27339)  0.00
H (3.12644, -1.86720, -0.21449)  0.00
H (0.40934, -3.10313, 0.55127)  0.00
H (1.35033, -3.31781, -0.91298)  0.00
H (1.02775, -0.96526, -1.32711)  0.00
H (-0.44765, -2.59403, -2.26462)  0.00
H (-0.91050, -0.89561, -2.27338)  0.00
H (-1.95150, -2.74954, -0.08965)  0.00
H (-2.75237, -2.58894, -1.61595)  0.00
H (-3.82531, -0.93089, -0.25491)  0.00
H (-2.73924, -0.03702, -1.30374)  0.00
H (-2.35986, 0.86898, 0.64237)  0.00
H (-3.67948, -0.96526, 1.90529)  0.00
H (-2.64937, 0.20539, 2.71309)  0.00
H (-1.75308, -2.64304, 1.91087)  0.00
H (-2.07930, -2.04060, 3.52643)  0.00
H (-0.39378, -0.40454, 3.21966)  0.00
H (0.77832, -2.94118, 2.38407)  0.00
H (0.21571, -2.61602, 3.99801)  0.00
C (-0.89424, 4.44063, -4.55513)  0.00
C (0.17870, 3.48912, -4.18219)  0.00
N (1.13172, 3.06926, -4.94494)  0.01
N (1.85344, 2.21165, -4.16982)  0.02
C (1.36047, 2.09627, -2.94685)  0.09
S (1.98900, 1.08419, -1.68024)  0.75
N (0.30136, 2.90013, -2.92479)  0.01
N (-0.51644, 3.11320, -1.79709)  0.00
H (-0.71117, 4.77170, -5.57480)  0.00
H (-0.89139, 5.31670, -3.90429)  0.00
H (-1.87534, 3.96481, -4.51815)  0.00
H (2.68462, 1.77600, -4.54541)  0.00
H (0.07922, 3.50240, -1.06981)  0.00
H (-1.20528, 3.81124, -2.06105)  0.00
O (0.40673, 3.32020, 2.44944)  0.01
N (0.30501, 2.32334, 1.85671)  0.00
O (0.83594, 2.05254, 0.72588)  0.06
O (-0.40313, 1.29648, 2.28349)  0.00

Properties
Expectation value of S² ... 0.759
2S+1 ... 2
HOMO-LUMO gap (alpha / beta) ... 9.1 / 5.7 eV
Energy above the lowest of the compared OMol25 structures with the same formula, charge and spin ... 228.76 kJ/mol
E ... -47164.2163 eV
Total charge ... +3

---

Record 2
The following is a quantum chemistry calculation of C13H30LiN2O7 as an isolated structure at a distorted geometry, from the Open Molecules 2025 dataset.

Last column: Mulliken charge in e.
Positions of all 53 atoms, in Å:
Li (0.54647, -0.89787, 0.05115)  1.06
C (0.87977, 0.16944, -1.33072)  0.11
O (-0.25030, -0.20179, -1.13716)  -0.95
O (1.14012, 1.21998, -1.96427)  -0.70
O (1.76123, -0.30655, -0.65272)  -0.71
C (3.53194, -0.36899, 1.63822)  -1.08
O (2.21087, -0.85386, 1.48880)  0.13
C (2.03361, -2.22216, 1.74260)  -0.80
C (0.49528, -2.63228, 1.65415)  -0.58
N (-0.04035, -2.41243, 0.31392)  -0.05
C (-1.38359, -2.82429, 0.10920)  -0.23
C (-1.89013, -2.38602, -1.29544)  -0.26
O (-3.18865, -2.75793, -1.60986)  -0.45
C (-4.22146, -2.02020, -0.93250)  -0.62
H (4.04904, -0.75740, 0.76082)  0.33
H (3.96549, -0.65075, 2.59777)  0.32
H (3.43780, 0.71088, 1.75273)  0.25
H (2.50671, -2.40640, 2.70713)  0.37
H (2.69310, -2.67662, 1.00325)  0.38
H (-0.10787, -2.04454, 2.34615)  0.38
H (0.39544, -3.69575, 1.87137)  0.46
H (0.51039, -2.93123, -0.35514)  0.34
H (-1.93999, -2.23411, 0.83737)  -0.57
H (-1.50738, -3.89294, 0.28461)  0.20
H (-1.28339, -2.94453, -2.00821)  0.27
H (-1.71216, -1.32050, -1.44066)  0.52
H (-3.99307, -1.74659, 0.09758)  0.19
H (-5.10460, -2.65523, -0.86261)  0.30
H (-4.52832, -1.11470, -1.45595)  0.26
C (0.23482, 3.18709, -4.16919)  -0.81
O (-0.20700, 3.13517, -2.80415)  -0.20
C (0.47542, 3.87422, -1.84493)  -0.62
C (0.02745, 3.57104, -0.39447)  -0.92
N (0.25394, 2.13026, -0.08740)  0.22
C (0.11094, 1.94104, 1.37290)  -1.65
C (0.58330, 0.54729, 1.81157)  0.12
O (-0.07551, -0.58215, 1.35654)  0.01
C (-1.30297, -0.77137, 2.03911)  -1.37
H (1.17096, 2.63902, -4.27577)  0.26
H (0.36422, 4.20523, -4.53628)  0.35
H (-0.53393, 2.79278, -4.83375)  0.23
H (0.19724, 4.91814, -1.98967)  0.43
H (1.54837, 3.72169, -1.96161)  0.31
H (-1.01488, 3.88196, -0.32379)  0.33
H (0.60492, 4.23456, 0.24925)  0.40
H (1.21082, 1.93235, -0.34297)  0.30
H (-0.84436, 2.35185, 1.69967)  0.41
H (0.75180, 2.62931, 1.92396)  0.54
H (0.76519, 0.42727, 2.87955)  0.66
H (1.59989, 0.51442, 1.41966)  -0.34
H (-1.90766, 0.08035, 1.72762)  0.27
H (-1.23936, -0.79949, 3.12689)  0.31
H (-1.77961, -1.70668, 1.74567)  0.87

Properties
HOMO-LUMO gap ... 5.0 eV
Energy above the lowest of the compared OMol25 structures with the same formula, charge and spin ... 1064.31 kJ/mol
E ... -31474.9745 eV
Total charge ... -1

---

Record 3
The following is a quantum chemistry calculation of C13H30N4O7Tl as an isolated structure at a distorted geometry, from the Open Molecules 2025 dataset.

Last column: Mulliken charge in e.
Positions of all 55 atoms, in Å:
O (2.46891, -1.28249, -3.41809)  -0.61
H (2.72908, -1.92386, -4.09899)  0.27
Tl (0.20085, -1.10736, -1.18663)  2.01
N (1.15117, 0.89778, -1.40122)  0.59
N (1.93484, -0.31149, 0.61813)  0.69
N (-2.02869, -1.05781, -1.17665)  0.27
N (-0.82893, -1.49072, 1.02504)  0.23
O (0.48683, 1.83458, -1.87335)  -0.37
O (-2.50856, -0.74884, -2.37560)  -0.65
O (-0.30605, -1.34777, 2.25062)  -0.55
O (2.08903, -0.56454, 1.86550)  -0.56
C (2.94246, 0.37346, 0.00213)  -0.14
C (2.51207, 1.03513, -1.16387)  0.48
C (-2.81570, -1.60354, -0.23668)  0.22
C (-2.12770, -1.85321, 1.01453)  0.46
C (3.35432, 1.73437, -2.15029)  -1.41
H (3.60473, 1.04195, -2.97292)  0.24
H (4.27356, 2.10437, -1.67902)  0.47
H (2.77957, 2.57452, -2.56432)  0.39
C (4.31829, 0.42253, 0.54752)  -1.41
H (4.74605, -0.58804, 0.57072)  0.30
H (4.30748, 0.81746, 1.57032)  0.33
H (4.96081, 1.05729, -0.06836)  0.42
C (-4.26202, -1.91572, -0.42652)  -1.53
C (-2.85102, -2.38447, 2.20149)  -1.69
H (-4.52876, -1.82438, -1.48220)  0.41
H (-4.89534, -1.23147, 0.15308)  0.32
H (-4.50887, -2.92776, -0.08533)  0.37
H (-2.18742, -2.42614, 3.07013)  0.38
H (-3.22043, -3.39729, 1.98525)  0.45
H (-3.72250, -1.76064, 2.44771)  0.32
H (-1.50539, -0.70291, -2.95493)  0.43
H (0.67958, -1.05288, 2.09081)  0.42
C (1.45272, -2.83839, -1.28647)  -1.48
H (2.26254, -2.59752, -1.97872)  0.32
H (0.83278, -3.66456, -1.65853)  0.46
H (1.80711, -3.05614, -0.26947)  0.37
O (-0.30484, -0.85137, -3.33802)  -1.02
H (1.53670, -1.02434, -3.63964)  0.40
H (-0.34076, -1.73570, -3.75751)  0.30
C (-0.04274, 3.89871, 1.38510)  -1.41
C (0.33745, 2.46230, 1.64882)  -0.18
O (-0.43867, 1.51156, 0.90677)  -0.05
C (-1.85219, 1.63627, 1.14873)  -0.36
C (-2.23340, 1.30737, 2.57603)  -1.22
H (-0.21491, 4.06231, 0.31840)  0.34
H (0.76795, 4.55066, 1.71319)  0.42
H (-0.94076, 4.17404, 1.94678)  0.33
H (1.36758, 2.25590, 1.34781)  0.22
H (0.25488, 2.21403, 2.71622)  0.36
H (-2.17061, 2.66133, 0.89184)  0.50
H (-2.31215, 0.94797, 0.42738)  0.13
H (-1.96379, 2.13441, 3.24693)  0.35
H (-3.31834, 1.16561, 2.64209)  0.41
H (-1.72879, 0.39544, 2.91427)  0.26

Properties
HOMO-LUMO gap ... 5.1 eV
E ... -38937.7708 eV
Total charge ... +1

---

Record 4
The following is a quantum chemistry calculation of a 2-piece molecular cluster, C13H30N5OSi2 overall, from the Open Molecules 2025 dataset.

Last column: Mulliken charge in e.
Positions of all 51 atoms, in Å:
N (4.88010, -4.14697, 3.65325)  -0.46
C (4.80957, -3.14174, 3.10868)  0.08
C (4.65929, -1.85386, 2.39599)  -0.08
N (4.16521, -2.01194, 1.03519)  -0.53
C (3.79013, -0.87299, 3.22172)  0.38
C (4.48374, -0.60379, 4.49009)  -0.02
N (5.02183, -0.40621, 5.48144)  -0.48
C (2.35261, -1.33109, 3.53171)  -1.08
C (1.36286, -1.29636, 2.36188)  0.06
O (0.92338, 0.04263, 2.14756)  -0.53
C (0.13293, -2.16045, 2.64003)  -0.63
N (0.17046, -3.38809, 1.84039)  -0.55
H (5.65831, -1.41627, 2.32824)  0.50
H (3.51252, -2.78025, 0.94711)  0.23
H (4.92652, -2.17983, 0.39120)  0.28
H (3.76679, 0.06947, 2.66606)  0.48
H (2.38469, -2.31874, 4.00579)  0.40
H (1.95300, -0.64004, 4.27913)  0.42
H (1.82924, -1.65538, 1.44164)  0.26
H (1.53493, 0.48638, 1.55545)  0.32
H (0.05632, -2.37236, 3.71594)  0.30
H (-0.73958, -1.56988, 2.35649)  0.26
H (1.09904, -3.79472, 1.84039)  0.19
H (-0.45323, -4.09050, 2.21719)  0.23
C (-1.51550, -1.53824, -1.90284)  -1.01
Si (-2.24225, 0.20852, -1.74804)  0.00
C (-1.71657, 0.78836, -0.01271)  -0.72
C (-4.12352, -0.06553, -1.61972)  -1.05
N (-1.73759, 1.16780, -3.00348)  -0.08
Si (-2.06132, 2.76063, -3.32241)  0.16
C (-1.45460, 4.00668, -2.01363)  -1.07
C (-3.89678, 3.19808, -3.58546)  -1.06
C (-1.21146, 3.31915, -4.92675)  -1.04
H (-1.82336, -2.19220, -1.07974)  0.27
H (-1.83344, -1.99432, -2.84433)  0.25
H (-0.42294, -1.49154, -1.90480)  0.23
H (-1.90946, 0.02708, 0.75150)  0.17
H (-2.24436, 1.69857, 0.28832)  0.39
H (-0.64562, 1.00321, -0.00655)  0.08
H (-4.52036, -0.36987, -2.59179)  0.26
H (-4.64232, 0.84929, -1.31726)  0.29
H (-4.37344, -0.84422, -0.88998)  0.33
H (-2.02882, 3.92637, -1.08565)  0.30
H (-1.53678, 5.04137, -2.36559)  0.35
H (-0.40547, 3.81037, -1.77649)  0.25
H (-4.34033, 2.50725, -4.30728)  0.26
H (-4.02329, 4.21779, -3.96680)  0.34
H (-4.46584, 3.12068, -2.65398)  0.30
H (-1.56274, 2.71717, -5.76890)  0.26
H (-0.12909, 3.18811, -4.84673)  0.25
H (-1.41342, 4.37243, -5.15145)  0.26

Properties
HOMO-LUMO gap ... 5.7 eV
E ... -39223.9862 eV
Total charge ... -1

---

Record 5
The following is a quantum chemistry calculation of C13H30NO3RbS2 as an isolated structure at a distorted geometry, from the Open Molecules 2025 dataset.

Last column: Löwdin spin population.
Positions of all 50 atoms, in Å:
Rb (0.51085, -1.30665, 2.63505)  0.00
C (0.75258, -2.21222, -1.17399)  0.00
C (-0.31411, -1.16964, -1.64780)  0.02
C (-0.35706, -1.26749, -3.17263)  0.00
C (-1.50935, -0.53166, -3.81296)  0.00
C (-2.75783, -1.15332, -3.25104)  0.00
C (-2.90077, -0.93365, -1.66049)  0.03
N (-1.69692, -1.42309, -1.00731)  0.42
O (-1.73126, -1.38862, 0.45899)  0.47
C (-4.29559, -1.65552, -1.33624)  0.01
C (-3.05999, 0.59127, -1.24456)  0.03
C (0.25111, 0.34741, -1.38120)  0.02
H (0.61863, -3.17864, -1.65998)  0.00
H (0.66467, -2.47538, -0.11990)  0.00
H (1.73910, -1.75901, -1.27139)  0.00
H (-0.29753, -2.26138, -3.61618)  0.00
H (0.45273, -0.71910, -3.65389)  0.00
H (-1.50732, -0.72166, -4.88628)  0.00
H (-1.54136, 0.55728, -3.77720)  0.00
H (-2.76273, -2.23608, -3.37636)  0.00
H (-3.70453, -0.95084, -3.75189)  0.00
H (-4.18068, -2.73784, -1.39527)  0.00
H (-5.16712, -1.33941, -1.90948)  0.00
H (-4.44964, -1.61881, -0.25780)  0.00
H (-2.22297, 1.18066, -1.61888)  0.00
H (-3.12725, 0.79558, -0.17600)  0.00
H (-3.93465, 0.89752, -1.81840)  0.00
H (-0.34272, 0.85618, -0.62184)  0.00
H (0.14068, 1.07864, -2.18195)  0.00
H (1.33582, 0.43340, -1.31716)  0.00
C (4.44981, 0.90661, 2.96932)  0.00
S (4.59248, -0.52548, 1.75392)  0.00
O (3.17533, -1.07023, 1.59607)  0.00
C (4.87855, 0.44618, 0.19044)  0.00
H (5.25983, 1.61233, 3.15352)  0.00
H (4.00456, 0.59205, 3.91320)  0.00
H (3.71568, 1.62205, 2.59878)  0.00
H (4.09375, 1.20052, 0.13427)  0.00
H (4.82172, -0.36193, -0.53884)  0.00
H (5.87965, 0.86346, 0.08193)  0.00
C (1.13773, 2.76527, 4.45954)  0.00
S (0.19567, 2.54720, 2.89738)  0.00
O (0.96177, 1.46876, 2.11707)  0.00
C (-1.29378, 1.65982, 3.55770)  0.00
H (1.75888, 1.87390, 4.54742)  0.00
H (0.58871, 2.77305, 5.40114)  0.00
H (1.95945, 3.47711, 4.38102)  0.00
H (-1.82192, 1.39223, 2.64251)  0.00
H (-2.05358, 2.26559, 4.05151)  0.00
H (-0.90905, 0.79355, 4.09590)  0.00

Properties
Expectation value of S² ... 0.756
2S+1 ... 2
HOMO-LUMO gap (alpha / beta) ... 8.9 / 9.0 eV
E ... -43916.1880 eV
Total charge ... +1

---

Record 6
The following is a quantum chemistry calculation of C13H30OP2Ti as an isolated structure at a distorted geometry, from the Open Molecules 2025 dataset.

Last column: Löwdin spin population.
Positions of all 47 atoms, in Å:
Ti (0.83375, -1.30890, 0.31106)  0.70
H (0.83293, 0.78950, 0.44506)  0.01
H (-0.67576, -0.02083, 1.02250)  0.01
P (2.97128, -0.29978, -0.23629)  0.02
P (-1.07927, -2.51965, 1.19021)  0.01
C (-2.25817, -3.11171, -0.05152)  0.01
H (-2.97761, -3.77258, 0.45027)  0.00
H (-2.77593, -2.25687, -0.50516)  0.00
H (-1.72126, -3.65975, -0.83536)  0.00
C (-0.37992, -4.01215, 1.94936)  0.00
H (0.30847, -3.72974, 2.75791)  0.00
H (-1.20764, -4.61414, 2.34844)  0.00
H (0.17948, -4.57701, 1.19348)  0.00
C (-2.08156, -1.74905, 2.49279)  0.00
H (-2.61591, -0.88713, 2.07888)  0.00
H (-2.78863, -2.49818, 2.86425)  0.00
H (-1.42459, -1.41120, 3.30183)  0.00
C (4.20204, -1.56996, 0.17146)  0.00
H (5.19953, -1.16456, -0.04785)  0.00
H (4.12400, -1.83446, 1.23525)  0.00
H (4.00940, -2.46953, -0.42667)  0.00
C (3.24663, 0.10418, -1.98052)  0.01
H (2.58219, 0.92589, -2.27634)  0.00
H (4.29719, 0.40107, -2.09817)  0.00
H (3.02663, -0.77365, -2.60011)  0.00
C (3.48172, 1.17034, 0.69691)  0.00
H (3.38291, 0.97088, 1.76979)  0.00
H (4.52536, 1.38627, 0.44481)  0.00
H (2.83842, 2.01466, 0.42623)  0.00
C (0.01500, -1.05459, -1.60147)  0.07
O (-0.45568, -0.86338, -2.63796)  0.06
H (1.48461, -2.85631, -0.19614)  -0.02
C (-1.68115, 3.16814, -2.22987)  0.00
C (-1.84295, 2.85263, -0.75449)  0.01
C (-1.33066, 4.01227, 0.07996)  0.00
C (-3.30482, 2.59621, -0.43943)  0.01
C (-1.07579, 1.65833, -0.44465)  0.10
C (-0.30295, 0.67990, 0.14242)  0.00
H (-2.25327, 4.06538, -2.49521)  0.00
H (-2.03871, 2.33624, -2.85476)  0.00
H (-0.62594, 3.35191, -2.48303)  0.00
H (-1.89367, 4.92597, -0.13676)  0.00
H (-1.42958, 3.80148, 1.15610)  0.00
H (-0.26807, 4.21234, -0.12626)  0.00
H (-3.69648, 1.75368, -1.02910)  0.00
H (-3.44560, 2.35681, 0.62582)  0.00
H (-3.90994, 3.48104, -0.66766)  0.00

Properties
Expectation value of S² ... 0.788
2S+1 ... 2
HOMO-LUMO gap (alpha / beta) ... 5.5 / 5.3 eV
E ... -57696.5127 eV
Total charge ... +1

---

- Which formula does entry 6 have?
  C13H30OP2Ti

---

- Which value of total charge does entry 2 give?
  -1

---

- What is the total charge in the fifth record?
  +1

---

- Number 2 is which compound?
  C13H30LiN2O7